Entry 1:
Here is an isolated molecule of C2H6N2O2 from OMol25. Energies are from ωB97M-V/def2-TZVPD.

Values from the calculation:
- LUMO level (spin up / spin down): 0.274 / 0.274 eV
- F_max: 2.02 eV/A
- Molar mass: 90.08 g/mol
- HOMO (spin up / spin down): -7.1 / -7.1 eV
- Orbital gap (spin up / spin down): 0.272 / 0.272 hartree

Structure (XYZ):
```
12
C2H6N2O2 (ωB97M-V/def2-TZVPD)
C 1.30905 -0.93618 -0.12692
C 0.09606 -0.19699 0.41564
N -2.12754 0.66235 0.07661
N -0.94657 0.04952 -0.32760
O 2.38562 -0.08839 0.08370
O 1.81310 1.21981 -0.10373
H 1.49400 -1.88462 0.39908
H 1.14824 -1.14132 -1.20048
H 0.09387 0.08035 1.45780
H -2.26955 1.53239 -0.42783
H -2.09028 0.85534 1.07542
H -0.90600 -0.15227 -1.32170
```

---

Entry 2:
Here is a cluster of 14 separate species, C50H122N6O22 in total from OMol25. Energies are from ωB97M-V/def2-TZVPD.

Values from the calculation:
- Charge: -1
- LUMO level (spin up / spin down): 1.420 / 1.412 eV
- ⟨S²⟩: 0.751
- F_max: 3.93 eV/A
- Molar mass: 1159.55 g/mol
- HOMO (spin up / spin down): -0.3 / -6.9 eV
- Orbital gap (spin up / spin down): 0.064 / 0.307 hartree
- Spin multiplicity: 2

Structure (XYZ):
```
200
C50H122N6O22 (ωB97M-V/def2-TZVPD)
C -1.91411 5.37506 1.43265
O -2.10152 4.02853 1.94173
C -0.94956 3.28881 2.35407
C -1.47412 1.83494 2.66788
O -0.42921 1.01497 3.18309
C 0.59847 0.35622 2.35664
H -1.35292 6.11558 2.00255
H -2.85022 5.82243 1.09851
H -1.27457 5.18130 0.57151
H -0.37112 3.72302 3.16953
H -0.21512 3.11990 1.56656
H -2.09441 1.32705 1.92938
H -2.19676 1.95878 3.47445
H 1.34508 1.08821 2.04864
H 0.17691 -0.27408 1.57363
H 1.09450 -0.36523 3.00592
C 7.17217 -2.78106 2.12481
O 7.55632 -1.45178 1.94073
C 6.46787 -0.66218 1.47018
C 6.05386 -1.00650 0.02863
O 5.23519 -2.15310 0.04066
C 5.23798 -2.83289 -1.21013
H 6.30399 -2.95288 2.76109
H 7.97366 -3.37870 2.55904
H 6.97307 -3.22553 1.14967
H 6.96903 0.30489 1.51162
H 5.71078 -0.56491 2.24829
H 6.89680 -1.06088 -0.66028
H 5.48302 -0.15953 -0.35202
H 5.36271 -2.11281 -2.01885
H 4.30977 -3.36902 -1.40786
H 6.02905 -3.58055 -1.26777
C 5.06369 0.65864 -4.16729
O 4.08659 -0.39308 -4.26112
C 4.45947 -1.55138 -5.01699
C 3.78728 -2.86168 -4.72044
O 2.50600 -2.85655 -5.21014
C 1.80546 -4.07568 -4.93329
H 5.97997 0.44324 -3.61763
H 4.61392 1.37051 -3.47516
H 5.35258 1.21411 -5.05952
H 5.52941 -1.64482 -4.83101
H 4.38496 -1.32762 -6.08117
H 3.70899 -3.17076 -3.67811
H 4.31948 -3.69000 -5.18815
H 2.51206 -4.90522 -4.95965
H 0.99835 -4.22704 -5.65006
H 1.50237 -3.93193 -3.89619
C 10.19386 -0.31500 6.67754
O 8.80227 -0.48062 6.76131
C 8.15120 -0.71229 5.46942
C 6.62968 -0.98724 5.69115
O 6.35976 -1.80914 6.80433
C 6.13362 -1.09884 7.96208
H 10.64096 -1.18703 6.20030
H 10.59330 -0.10466 7.66967
H 10.43021 0.54666 6.05321
H 8.60813 -1.58888 5.01018
H 8.40136 0.10452 4.79242
H 6.26527 -1.35474 4.73185
H 5.96253 -0.12731 5.75061
H 5.07664 -0.89685 8.13560
H 6.81235 -0.29241 8.23974
H 6.37511 -1.81462 8.74785
C -2.99198 -5.86369 2.79953
O -3.00481 -7.26339 2.68615
C -2.57547 -7.81375 1.40509
C -1.06950 -7.77248 1.17253
O -0.41469 -9.01163 1.39168
C 0.96307 -8.92826 1.56428
H -3.31005 -5.41175 1.86002
H -1.95402 -5.57738 2.96910
H -3.73506 -5.48345 3.50049
H -3.10667 -7.39968 0.54807
H -3.04016 -8.79875 1.36116
H -0.58580 -7.12477 1.90369
H -1.00990 -7.37351 0.15993
H 1.18105 -8.75047 2.61736
H 1.43814 -8.11576 1.01451
H 1.53347 -9.85585 1.51589
C 1.53462 -4.99973 -0.84386
O 1.54652 -3.94142 0.14645
C 1.74138 -4.41889 1.47131
C 2.58848 -3.31866 2.16572
O 2.44878 -3.57436 3.59023
C 3.36997 -2.90110 4.38420
H 0.69334 -5.65065 -0.60586
H 2.42306 -5.63093 -0.82471
H 1.39417 -4.55239 -1.82786
H 2.17238 -5.40012 1.67013
H 0.72313 -4.52144 1.84648
H 2.46606 -2.28264 1.84985
H 3.61370 -3.58609 1.90976
H 3.80217 -1.98419 3.98348
H 4.13513 -3.55660 4.80006
H 2.77025 -2.52964 5.21514
C 2.41595 1.27279 5.34910
O 3.05932 2.23498 6.19920
C 4.51503 2.07056 6.37374
C 4.85935 3.21698 7.34023
O 5.17907 2.71068 8.65562
C 4.21190 2.66214 9.74413
H 2.59837 1.55465 4.31210
H 1.33590 1.38585 5.44302
H 2.72982 0.27284 5.64859
H 4.82622 2.24704 5.34412
H 4.86820 1.12681 6.78930
H 4.12186 4.00807 7.47585
H 5.70418 3.71612 6.86567
H 4.54208 2.15969 10.65333
H 3.35338 2.20544 9.25174
H 3.91732 3.69463 9.93198
C -2.01991 -0.28700 -1.39030
O -3.25372 -0.89576 -0.99558
C -3.58265 -1.23452 0.36808
C -2.42409 -2.12614 1.01587
O -2.52169 -3.53750 0.86223
C -2.27495 -4.01017 -0.50204
H -2.16067 -0.15726 -2.46335
H -1.22342 -1.02972 -1.34482
H -1.71751 0.64924 -0.92114
H -4.57167 -1.69078 0.32615
H -3.75347 -0.29999 0.90246
H -2.56552 -1.82891 2.05497
H -1.42489 -1.84574 0.68261
H -1.35460 -3.56596 -0.88116
H -2.98190 -3.97583 -1.33099
H -2.05084 -5.07111 -0.39124
C 5.71175 -6.30713 -2.83969
C 7.15442 -6.07372 -2.42127
O 7.47911 -6.81647 -1.49236
N 7.90715 -5.18381 -3.06701
C 7.48312 -4.11535 -3.87121
H 5.46980 -7.35636 -3.00900
H 5.43914 -5.76736 -3.74657
H 4.98441 -6.06260 -2.06556
H 8.88134 -5.09555 -2.81551
H 6.87330 -3.46527 -3.24381
H 6.78541 -4.40097 -4.65843
H 8.38417 -3.63432 -4.25175
C -3.50939 -1.58258 6.21985
C -2.81351 -0.52876 5.25265
O -3.44108 0.46695 4.83904
N -1.59820 -0.89321 4.79180
C -0.57349 -1.69816 5.46668
H -2.88403 -1.74639 7.09746
H -3.84321 -2.44395 5.64132
H -4.36588 -1.09479 6.68525
H -1.20650 -0.23252 4.13593
H 0.45415 -1.34350 5.54588
H -0.34714 -2.56056 4.83967
H -0.85434 -2.08048 6.44804
C 3.87963 -9.07376 -1.45212
C 4.22037 -10.19650 -2.38568
O 5.19329 -10.88576 -2.19988
N 3.46100 -10.30000 -3.46578
C 3.62961 -11.25110 -4.51738
H 3.25714 -9.44067 -0.63605
H 3.29203 -8.26381 -1.88433
H 4.74356 -8.56071 -1.02962
H 2.72254 -9.63288 -3.63819
H 4.13899 -10.88475 -5.40869
H 2.72847 -11.75731 -4.86351
H 4.21370 -12.11788 -4.20816
C -1.13645 -5.87658 -3.54705
C -1.58185 -7.16651 -2.96303
O -2.58868 -7.07349 -2.24776
N -0.95974 -8.29373 -3.22337
C -1.41785 -9.44868 -2.45195
H -0.55170 -5.29306 -2.83594
H -2.00030 -5.24905 -3.76629
H -0.51737 -6.05631 -4.42599
H -0.06504 -8.34268 -3.68943
H -0.49370 -10.00916 -2.31086
H -2.00979 -10.01192 -3.17338
H -1.84351 -9.31902 -1.45691
C 1.93095 -0.13746 11.30127
C 2.82301 -0.98423 10.39523
O 4.00907 -0.71680 10.38175
N 2.24226 -1.93606 9.61117
C 3.05034 -2.99166 8.90791
H 0.88210 -0.33003 11.07558
H 2.13244 0.88996 10.99810
H 2.03962 -0.23848 12.38113
H 1.27433 -2.10184 9.84725
H 3.50551 -2.54526 8.02380
H 2.51686 -3.87088 8.54672
H 3.77894 -3.33538 9.64215
C 2.00653 -1.07852 -1.45877
C 1.81283 0.42486 -1.25349
O 0.69113 0.97534 -1.41198
N 2.93576 1.16233 -0.89413
C 2.77525 2.58671 -0.53021
H 1.04512 -1.58959 -1.50976
H 2.52435 -1.54400 -0.62015
H 2.54342 -1.19446 -2.40026
H 3.88215 0.81713 -0.96681
H 3.48616 3.21382 -1.06821
H 2.95593 2.80982 0.52130
H 1.74644 2.94599 -0.50646
```

---

Entry 3:
Here is a structure of composition C31H36N2O2Zr from OMol25. Energies are from ωB97M-V/def2-TZVPD.

Values from the calculation:
- Charge: +2
- LUMO level: -6.645 eV
- F_max: 0.87 eV/A
- Molar mass: 559.87 g/mol
- HOMO: -13.7 eV
- Orbital gap: 0.259 hartree

Structure (XYZ):
```
72
C31H36N2O2Zr (ωB97M-V/def2-TZVPD)
Zr 0.18276 0.11255 0.67915
C -2.26331 0.62205 0.79578
C -1.91717 0.63894 -0.56705
C -1.55670 -0.68586 -0.94756
C -1.70273 -1.51651 0.17902
C -2.11419 -0.71022 1.26831
H -2.59684 1.46632 1.37986
H -1.94298 1.50060 -1.21741
H -1.26649 -1.00550 -1.93756
H -1.52164 -2.58011 0.21047
H -2.35931 -1.05718 2.26161
C 4.87734 -2.46137 1.26610
O 4.39938 -2.03107 -0.01021
C 4.44851 -0.72179 -0.30275
C 4.99781 0.25525 0.52448
C 5.08406 1.56916 0.09342
C 4.62154 1.94201 -1.16257
C 4.05613 0.98269 -1.98000
C 3.94786 -0.33239 -1.54939
N 3.46418 -1.27875 -2.50408
C 2.81403 -2.40595 -2.42305
C 2.16639 -3.07257 -1.34069
C 2.06080 -4.47230 -1.48923
C 1.58505 -5.27034 -0.47695
C 1.17581 -4.67016 0.71442
C 1.21179 -3.29543 0.86243
C 1.67165 -2.47462 -0.16446
O 1.58097 -1.14319 -0.03743
H 4.71513 -3.53449 1.29350
H 4.31423 -1.97859 2.06880
H 5.94197 -2.25169 1.37233
H 5.39192 -0.01921 1.49162
H 5.54823 2.30630 0.73628
H 4.72665 2.96106 -1.50696
H 3.70433 1.24713 -2.97113
H 3.77785 -1.05954 -3.44302
H 2.79769 -2.94113 -3.36763
H 2.40163 -4.91951 -2.41519
H 1.53240 -6.34227 -0.59773
H 0.80789 -5.28520 1.52566
H 0.88422 -2.82641 1.78488
C 4.88849 1.45831 4.29546
C 3.53808 1.02282 3.80635
C 2.94531 -0.13750 4.32790
C 1.67657 -0.52010 3.95258
C 1.00452 -1.71315 4.57051
C 0.99826 0.27526 3.00765
C 1.61003 1.41430 2.40463
C 2.88942 1.77463 2.83860
N 0.91882 1.89058 1.30330
C 0.93094 3.16123 0.55207
C 0.89852 2.76206 -0.95053
C -0.34557 3.92414 0.91924
C 2.13078 4.06400 0.81156
H 5.38687 0.67381 4.86082
H 4.78387 2.32567 4.95011
H 5.53148 1.75901 3.46702
H 3.47116 -0.70585 5.08539
H 1.26393 -1.80333 5.62369
H 1.32820 -2.63443 4.08060
H -0.08134 -1.64783 4.49340
H -0.09396 0.15870 3.00216
H 3.38750 2.63206 2.41788
H 0.81858 1.66747 -1.12215
H 1.82437 3.03698 -1.45394
H 0.06863 3.22996 -1.47831
H -1.23320 3.33714 0.67946
H -0.39997 4.86526 0.37188
H -0.35636 4.14745 1.98649
H 3.07052 3.56954 0.56951
H 2.15481 4.41477 1.84307
H 2.03942 4.94009 0.16824
```